Entry 1:
The following is a DFT calculation (ωB97M-V with the def2-TZVPD basis set) of one molecule with the formula C4H5NO.

Geometry (Å):
O -0.87820 1.67706 -0.25386
N 0.82474 -0.86524 -0.28165
C -0.85609 0.48045 -0.00846
C 1.57575 0.37655 -0.06226
C 0.46428 -0.08908 0.77819
C -1.61737 -0.60450 -0.41897
H 0.37550 -0.39778 1.81658
H -2.60270 -0.42472 -0.84869
H -1.37858 -1.60384 -0.07907
H 2.62213 0.20747 0.18485
H 1.36482 1.23500 -0.70564

Atomic forces in eV per Å
-0.511 -0.870 -0.067
0.894 -0.847 -0.738
1.381 1.157 0.903
0.274 0.107 0.001
-1.050 0.851 0.200
-1.270 -0.355 -0.192
0.129 -0.011 -0.156
0.222 -0.063 -0.059
0.024 0.214 -0.062
-0.168 0.033 0.024
0.073 -0.217 0.145

The value obtained for the max |F| is 2.02 eV Å⁻¹. The energy above the lowest of the compared OMol25 structures with the same formula, charge and spin is 483.0 kJ/mol. The value obtained for the total energy is -7761.520 eV. Its multiplicity is 1.

Entry 2:
The following is a DFT calculation (ωB97M-V with the def2-TZVPD basis set) of one molecule with the formula C4H5NO.

Geometry (Å):
O -1.25152 -0.14169 1.61639
N 0.33718 -1.14200 0.33383
C -0.11774 -0.00818 0.89710
C 0.39706 -0.76255 -1.03918
C 0.52829 0.59646 -1.09653
C 0.35278 1.12761 0.23331
H -0.17729 -1.43754 -1.65763
H -0.00705 -2.03730 0.64426
H 0.84312 1.97167 0.71211
H 0.60923 1.19022 -2.00040
H -1.72122 0.68067 1.41497

Atomic forces in eV per Å
0.480 0.558 1.308
-1.429 0.251 -0.641
0.248 0.287 0.696
0.521 -0.244 -0.579
0.351 -0.362 -0.275
0.114 -0.405 0.073
1.012 -0.178 -0.684
-0.434 0.099 -0.325
-0.931 0.247 -0.260
0.074 -0.180 0.174
-0.006 -0.075 0.512

The value obtained for the max |F| is 1.59 eV Å⁻¹. Its SMILES is Oc1ccc[nH]1. The energy above the lowest of the compared OMol25 structures with the same formula, charge and spin is 285.9 kJ/mol. The value obtained for the total energy is -7763.563 eV. Its multiplicity is 1.

Entry 3:
The following is a DFT calculation (ωB97M-V with the def2-TZVPD basis set) of one molecule with the formula C4H5NO.

Geometry (Å):
O 0.81972 -1.59580 0.13660
N -1.09596 1.79200 1.66729
C 0.57326 1.04199 -0.13972
C -0.32016 1.74121 0.80682
C -0.35807 -1.46369 -0.64978
C 0.09087 -0.40789 0.27607
H -0.38225 -0.34519 1.24163
H -0.18897 -1.26130 -1.70543
H -1.12953 -2.23189 -0.49020
H 1.62075 1.35897 0.02765
H 0.37033 1.37159 -1.17094

Atomic forces in eV per Å
0.832 0.141 -0.696
0.759 0.917 -0.940
-0.336 0.245 0.207
-0.729 -0.003 0.821
-0.006 -0.058 -0.479
-0.152 -0.345 0.064
-0.078 -0.227 0.061
0.150 -0.097 0.001
0.173 0.725 0.402
-0.407 -0.760 0.294
-0.206 -0.538 0.265

The value obtained for the max |F| is 1.52 eV Å⁻¹. Its SMILES is N#CC[C@H]1CO1. The energy above the lowest of the compared OMol25 structures with the same formula, charge and spin is 234.1 kJ/mol. The value obtained for the total energy is -7764.100 eV. Its multiplicity is 1.

Entry 4:
The following is a DFT calculation (ωB97M-V with the def2-TZVPD basis set) of C4H5NO2 as an isolated structure.

Geometry (Å):
O -0.40918 -2.03738 1.52426
O 1.00541 2.38576 0.89056
N 0.67520 0.14002 0.30694
C 0.42414 1.45035 0.28631
C -0.09580 -0.78090 -0.50448
C -0.61503 -1.92607 0.34111
C -0.51767 2.36434 -0.21842
H -1.19114 -2.67567 -0.24409
H 0.51140 -1.20752 -1.31958
H 1.28496 -0.22585 1.03228
H -0.96804 -0.27598 -0.95313
H -0.10424 2.78891 -1.14176

Atomic forces in eV per Å
-0.096 0.024 -0.747
-0.214 -0.206 -0.038
-0.171 0.376 -0.208
0.072 -0.112 0.042
0.114 0.004 0.452
0.025 -0.148 0.216
0.351 -0.206 -0.026
0.036 0.031 0.267
-0.213 0.100 0.109
-0.185 0.092 -0.203
0.357 -0.038 0.126
-0.077 0.083 0.010

The value obtained for the max |F| is 0.75 eV Å⁻¹. The energy above the lowest of the compared OMol25 structures with the same formula, charge and spin is 405.5 kJ/mol. The value obtained for the total energy is -9810.113 eV. Its multiplicity is 1.

Entry 5:
The following is a DFT calculation (ωB97M-V with the def2-TZVPD basis set) of one molecule with the formula C4H5NO2.

Geometry (Å):
O -1.61453 -0.70270 -0.03088
O -2.30415 1.28305 0.30133
N -0.73530 -1.74502 -0.17128
C 0.97525 -0.10083 0.28595
C 0.48420 -1.43662 -0.16744
C -1.30558 0.68024 0.07519
C 0.15089 1.09131 -0.30632
H 1.01741 -2.35726 -0.26953
H 0.35802 1.96355 0.21995
H 0.94008 0.10065 1.42697
H 1.96630 0.12952 -0.04532
H 0.06741 1.09409 -1.31862

Atomic forces in eV per Å
-0.354 0.461 0.577
0.772 1.319 0.209
-0.536 0.303 -1.051
0.152 1.957 0.401
-0.003 -0.055 1.429
-0.625 -1.109 -0.696
-2.766 -3.690 3.656
1.246 0.025 -0.075
0.543 1.778 0.239
0.086 -1.034 -1.683
0.934 -0.463 0.101
0.550 0.507 -3.108

The value obtained for the max |F| is 5.88 eV Å⁻¹. Its SMILES is O=C1CCC=NO1. The energy above the lowest of the compared OMol25 structures with the same formula, charge and spin is 270.3 kJ/mol. The value obtained for the total energy is -9811.513 eV. Its multiplicity is 1.

Entry 6:
The following is a DFT calculation (ωB97M-V with the def2-TZVPD basis set) of one molecule with the formula C4H5NO2.

Geometry (Å):
O -1.58268 -1.16240 -0.45677
O 0.41112 -1.83393 0.27812
N -2.52396 1.01072 -0.37270
C -0.30535 -0.79300 -0.14501
C -2.45099 -0.15025 -0.58444
C 1.42989 0.89002 0.39848
C 0.05939 0.51918 -0.09345
H 1.38386 1.81496 0.97442
H -0.12798 -2.63678 0.24036
H 2.14749 1.03556 -0.41324
H -0.29504 1.18630 -0.87072
H 1.85424 0.11963 1.04494

Atomic forces in eV per Å
-2.539 -0.688 -1.115
-0.074 -0.324 -0.120
-1.495 -1.889 -0.903
0.734 2.986 0.870
2.638 1.691 1.277
0.229 -0.219 0.344
1.510 -1.902 -1.035
0.028 0.029 -0.034
0.006 0.107 0.175
-0.117 0.086 -0.067
-0.827 0.080 0.581
-0.094 0.043 0.029

The value obtained for the max |F| is 3.38 eV Å⁻¹. Its SMILES is C/C=C(\O)OC#N. The energy above the lowest of the compared OMol25 structures with the same formula, charge and spin is 323.0 kJ/mol. The value obtained for the total energy is -9810.967 eV. Its multiplicity is 1.

Entry 7:
The following is a DFT calculation (ωB97M-V with the def2-TZVPD basis set) of one molecule with the formula C4H5NO2.

Geometry (Å):
O -0.98894 1.62001 1.48347
O 2.45512 0.64611 -0.20980
N 0.87181 -1.15791 -1.14061
C -1.60117 0.70679 0.90702
C -1.05969 -0.29520 0.01153
C 0.26047 -0.30963 -0.28761
C 1.36845 0.55839 0.37850
H 0.31059 -1.65131 -1.85483
H 1.03665 1.01787 1.33606
H -1.88859 -0.96183 -0.26399
H -2.67249 0.62049 1.02309
H 1.90779 -0.79376 -1.38282

Atomic forces in eV per Å
-0.875 -1.132 -0.734
-2.354 0.011 1.803
2.111 0.538 -1.511
1.464 1.364 0.620
-0.819 0.735 1.086
1.047 -0.713 -0.454
0.643 0.041 -1.252
0.780 0.570 0.767
0.810 -0.029 -0.525
1.076 -0.168 -0.677
-0.759 0.049 0.340
-3.126 -1.265 0.537

The value obtained for the max |F| is 3.41 eV Å⁻¹. Its SMILES is N/C(C=O)=C/C=O. The energy above the lowest of the compared OMol25 structures with the same formula, charge and spin is 170.4 kJ/mol. The value obtained for the total energy is -9812.549 eV. Its multiplicity is 1.

Entry 8:
The following is a DFT calculation (ωB97M-V with the def2-TZVPD basis set) of one molecule with the formula C4H5NO2.

Geometry (Å):
O -1.50814 0.07015 2.23817
O 0.61815 0.24539 1.34526
N -0.40802 0.86010 -1.17297
C 1.35353 -0.16234 0.18632
C -1.13045 -0.07484 -0.32283
C 0.17821 -0.49371 -0.78604
C -0.90818 0.16218 1.25270
H -2.19927 -0.25859 -0.83679
H 1.67798 -1.18294 0.40000
H 2.27339 0.32661 -0.17308
H -0.20688 1.50882 -0.38827
H 0.25967 -1.00081 -1.74247

Atomic forces in eV per Å
-1.104 0.388 0.742
-1.086 1.240 0.324
-0.376 0.611 1.679
-2.544 -4.034 0.176
-3.585 -0.160 0.744
1.545 3.117 -2.345
3.601 -1.216 -3.222
2.531 -0.562 1.968
0.648 -0.044 0.558
-1.096 0.930 0.184
1.107 0.325 -1.386
0.359 -0.596 0.576

The value obtained for the max |F| is 4.98 eV Å⁻¹. Its SMILES is O=C1OC[C@@H]2N[C@H]12. The energy above the lowest of the compared OMol25 structures with the same formula, charge and spin is 330.8 kJ/mol. The value obtained for the total energy is -9810.886 eV. Its multiplicity is 1.